(A)
15
Properties=species:S:1:pos:R:3:mulliken_charge:R:1 method="wB97M-V/def2-TZVPD" multiplicity=2
C -1.52546 0.99615 -0.05200 -0.652
C -0.47909 0.98046 1.06723 -0.439
C 0.18607 -0.40870 0.96899 0.670
O -0.07942 -1.42821 1.60170 -0.497
O 1.05774 -0.48977 0.05474 -0.419
N -1.03056 0.79839 -1.45675 -0.649
H -2.32217 0.27228 0.10239 0.392
H -1.97819 1.97502 -0.25803 0.317
H 0.29438 1.73646 1.11150 0.338
H -1.13417 1.01272 1.94407 0.270
H -0.91376 -0.17565 -1.72114 0.289
H -0.08370 1.16581 -1.52956 0.243
H 2.64211 -2.77016 -0.19060 0.280
H 2.36893 -1.47465 -0.78777 0.482
O 2.99729 -2.19014 -0.85477 -0.627

=====

(B)
15
Properties=species:S:1:pos:R:3:mulliken_charge:R:1 method="wB97M-V/def2-TZVPD" multiplicity=2
C -0.28129 0.33640 -0.68222 -0.379
N -0.51377 0.53733 0.72906 -0.215
C -0.12761 -0.40741 1.60437 0.746
O 0.74937 -1.21949 1.36925 -0.613
O -0.76171 -0.39340 2.72992 -0.329
C -1.54170 -0.03553 -1.50558 -1.061
H 0.20125 1.21447 -1.12382 0.314
H 0.44919 -0.46591 -0.84110 0.303
H -1.35096 1.07610 0.93235 0.263
H -1.60864 0.59512 -2.39845 0.304
H -2.43261 0.11319 -0.92145 0.325
H -1.52419 -1.08196 -1.78758 0.293
H 2.51573 -0.70578 0.88845 0.393
H 2.92490 0.59520 0.26550 0.300
O 3.30204 -0.15833 0.74130 -0.644

=====

The least stable of them is (A).

=====

(A)
17
Properties=species:S:1:pos:R:3:mulliken_charge:R:1 method="wB97M-V/def2-TZVPD" smiles="NC(=O)[C@@H]1COC(=O)CO1"
O 3.56810 -0.05569 -0.01764 -0.580
C 2.36567 0.01063 -0.10190 0.540
C 1.48799 -1.21194 0.09795 -0.242
O 0.14799 -1.04517 -0.28026 -0.412
C -0.37786 0.17375 0.17750 0.539
C 0.36620 1.32489 -0.47451 -0.550
O 1.78321 1.18713 -0.30383 -0.317
C -1.84632 0.23983 -0.21750 0.200
N -2.64942 -0.71051 0.25751 -0.483
H 1.91019 -2.03188 -0.49357 0.293
H 1.56937 -1.48196 1.16646 0.252
H -0.29636 0.24244 1.27771 0.260
H 0.15444 1.35664 -1.55189 0.306
H 0.09233 2.28322 -0.02281 0.279
O -2.40874 1.36335 -0.15537 -0.692
H -2.34852 -1.66843 0.12584 0.245
H -3.51828 0.02372 0.51630 0.361

=====

(B)
17
Properties=species:S:1:pos:R:3:mulliken_charge:R:1 method="wB97M-V/def2-TZVPD" smiles="O=C[C@@]12NC(=O)[C@@H]1[C@@H]2O.O"
O 0.77902 -1.59710 0.09983 -0.521
C -0.00331 -0.82061 0.92817 -0.338
C 0.30753 0.62002 1.23134 -0.415
C 0.95386 1.25378 0.01070 0.499
O 1.80764 2.09800 -0.10073 -0.548
N -0.21210 0.91704 -0.80908 -0.318
C -0.85792 0.23140 0.28253 0.859
C -2.29197 0.40020 0.58296 -0.312
O -3.07897 0.90203 -0.18553 -0.469
H 1.53313 -1.95184 0.58182 0.313
H -0.46893 -1.35396 1.76342 0.357
H 0.21721 1.05302 2.22576 0.352
H -0.28884 0.81394 -1.81737 0.279
H -2.61194 -0.00490 1.56734 0.277
H 0.64891 -0.96037 -1.75270 0.368
O 1.37208 -0.56772 -2.39503 -0.666
H 2.19461 -1.03293 -2.21344 0.281

=====

The least stable of them is (B).

=====

(A)
Density functional theory data (wB97M-V/def2-TZVPD) for a single C5H6O3S2 molecule.

Structure (XYZ):
```
16
Properties=species:S:1:pos:R:3:mulliken_charge:R:1
C -0.62943 -0.89283 -1.55624 -0.779
C 0.00534 0.07398 -0.66734 -0.242
C -0.86773 -2.05949 -0.86443 -0.317
C 0.38376 -0.75656 0.44401 0.144
C 1.10130 -0.52332 1.56071 -0.065
O -0.27225 -1.94234 0.38078 -0.393
O -0.95634 2.21020 0.98484 -0.619
O 1.80632 0.55573 1.87235 -0.387
S -1.50810 1.21986 -0.03190 0.347
S 1.93458 1.87279 0.84025 -0.188
H -0.78977 -0.71165 -2.52837 0.585
H 0.62564 0.71598 -1.22685 0.691
H -1.20717 -3.04753 -1.29630 0.358
H 1.07943 -1.26185 2.35348 0.385
H -1.37509 2.03465 -1.21002 0.173
H 0.66950 2.51237 0.94503 0.307
```

=====

(B)
Density functional theory data (wB97M-V/def2-TZVPD) for 2 unconnected molecules or ions with the total composition C5H6O3S2.

Structure (XYZ):
```
16
Properties=species:S:1:pos:R:3:mulliken_charge:R:1
C 3.04352 -1.14547 -1.16332 -0.282
C 1.72931 -1.39300 -1.56419 -0.310
C 3.21418 -1.46858 0.16355 -0.488
C 0.93547 -1.64496 -0.51660 0.160
C -2.58370 -0.13315 1.36883 -0.569
O -2.43487 -2.44065 -1.53519 -0.535
O -1.91780 -2.78614 0.89915 -0.537
O -2.33182 -0.50461 0.03464 -0.255
S 1.70192 -1.80804 0.99019 -0.042
S -1.72806 -2.01715 -0.32828 0.999
H 3.75966 -0.73370 -1.87125 0.359
H 1.48879 -1.36558 -2.68823 0.299
H 4.07820 -1.54340 0.75968 0.399
H -3.18662 0.78129 1.38222 0.251
H -1.55186 -0.03684 1.77801 0.255
H -3.33223 -0.71852 1.85625 0.297
```

=====

The least stable of them is (B).

=====

(A)
20
Properties=species:S:1:pos:R:3:mulliken_charge:R:1 method="wB97M-V/def2-TZVPD" total_charge=-1
C -2.00680 0.42529 2.92630 -0.970
C -1.06659 -0.72207 3.28902 -0.381
C 0.40147 -0.47958 2.94684 -0.622
S 0.66342 -0.16430 1.17559 -0.628
H -1.80339 1.34004 3.57371 0.234
H -3.05357 0.17126 2.97375 0.322
H -1.76152 0.77578 1.90856 0.238
H -1.20410 -0.94614 4.37239 0.270
H -1.37491 -1.63823 2.74810 0.233
H 0.97798 -1.35453 3.34075 0.223
H 0.85243 0.41872 3.44141 0.204
O 0.04069 1.29615 -4.45623 -0.499
C 0.73276 0.76368 -3.64184 0.071
C 0.22262 0.31837 -2.26024 -0.241
N 0.63147 -1.06586 -2.02502 -0.582
H 1.83691 0.53757 -3.70884 0.286
H 0.74602 0.91705 -1.47537 0.232
H -0.84638 0.62570 -2.24280 0.204
H 0.61964 -1.24826 -1.02020 0.194
H -0.05040 -1.71256 -2.45645 0.210

=====

(B)
20
Properties=species:S:1:pos:R:3:mulliken_charge:R:1 method="wB97M-V/def2-TZVPD" total_charge=-1
C 1.06934 -2.60929 2.19299 -0.969
C 1.11710 -1.10777 2.42023 -0.127
C 1.20101 -0.24017 1.40343 -0.133
O 1.12739 1.09353 1.48177 -0.500
H 0.37481 -3.07026 2.89129 0.273
H 0.84030 -2.79092 1.14274 0.292
H 2.07994 -2.99784 2.36819 0.229
H 0.99284 -0.70898 3.42306 0.361
H 1.37255 -0.64565 0.41074 0.222
H 0.74328 1.44458 0.61079 0.165
C -1.60790 -0.48652 -1.86979 -0.473
C -1.71816 0.73924 -0.94889 -0.626
S -0.32995 1.93661 -1.13331 -0.697
N -0.26920 -1.08239 -1.84614 -0.463
H -1.85038 -0.14156 -2.88122 0.260
H -2.30066 -1.26955 -1.54039 0.283
H -1.74065 0.38058 0.08900 0.223
H -2.63023 1.28625 -1.17794 0.314
H 0.40419 -0.32212 -1.90509 0.181
H -0.16304 -1.68466 -2.65046 0.187

=====

The least stable of them is (A).

=====

(A)
Density functional theory data (wB97M-V/def2-TZVPD) for a single C4H7IO2S molecule.

Structure (XYZ):
```
15
Properties=species:S:1:pos:R:3:mulliken_charge:R:1
C -1.45730 -0.69321 1.42381 -1.031
C 0.46553 0.40073 0.15867 -0.963
C -0.86722 -0.32886 0.32234 0.693
C -1.55457 -0.72090 -1.06563 -1.274
O 2.76903 1.73976 1.05944 -0.468
O 2.86618 1.82998 -1.41725 -0.402
S 3.40641 1.26919 -0.18669 0.598
I 1.88911 -1.13696 -0.21115 0.129
H -2.38398 -1.22738 1.32562 0.266
H -1.22132 -0.62878 2.46050 0.345
H 0.51899 1.07544 -0.73814 0.476
H 0.88319 0.93522 1.00543 0.591
H -1.27240 -1.76978 -1.24341 0.313
H -1.41722 0.02341 -1.92426 0.294
H -2.62443 -0.76786 -0.96929 0.432
```

=====

(B)
15
Properties=species:S:1:pos:R:3:mulliken_charge:R:1 method="wB97M-V/def2-TZVPD" smiles="C=S(=O)=O.C=C(C)I"
C -0.43327 1.62819 -1.45962 -0.564
C 0.32166 0.11732 1.40308 -1.125
C 0.92495 -0.69840 0.44359 0.161
C 0.37945 -2.03608 -0.24283 -0.910
O -1.29859 2.51741 0.89359 -0.534
O -2.13962 0.36542 0.11579 -0.511
S -1.20717 1.44939 -0.03179 0.924
I 2.94669 -0.30129 -0.02366 0.060
H 0.13167 2.54635 -1.53849 0.336
H -0.12647 0.67872 -1.88216 0.292
H -0.62818 -0.24054 1.60456 0.416
H 0.59296 1.02643 1.87486 0.523
H 1.08259 -2.84969 -0.01188 0.409
H 0.08622 -1.88862 -1.36159 0.252
H -0.63288 -2.31459 0.21657 0.273

=====

The least stable of them is (B).